Record 1
Here is a structure of composition C32H56N3OP2Pt from the OMol25 dataset. Energies are from ωB97M-V with the def2-TZVPD basis set.

As for the total charge: +1. The HOMO energy (alpha / beta) comes out at -8.23 / -8.76 eV. The maximum force is 0.283 hartree/bohr. As for the multiplicity: 3. As for the expectation value of S²: 2.012. The calculation puts the energy above the lowest of the compared OMol25 structures with the same formula, charge and spin at 2.019 eV. The calculation puts the lowest unoccupied orbital energy (alpha / beta) at -2.59 / -2.78 eV. The frontier orbital gap (alpha / beta) is 5.65 / 5.98 eV.

Positions of all 95 atoms, in Å:
1 C -0.61270 -2.44890 -1.44221
2 C 1.62770 -2.46370 -0.57091
3 C -0.45480 -3.69210 -2.04631
4 C 1.79350 -3.77390 -1.14991
5 C 0.78300 -4.36670 -1.87301
6 H -1.27300 -4.13230 -2.62201
7 H 2.75600 -4.27560 -1.01181
8 H 0.93320 -5.35710 -2.31741
9 N 0.37090 -1.84720 -0.71161
10 P -2.30050 -0.77550 0.01229
11 P 2.47090 -0.07160 0.43199
12 C -1.91570 -1.69070 -1.57731
13 H -1.79020 -0.90610 -2.34331
14 H -2.72790 -2.35820 -1.91161
15 C -0.21800 1.64380 1.44439
16 O -0.31500 2.65700 2.03529
17 C 2.67050 -1.80160 0.08949
18 H 3.65310 -2.28550 0.10589
19 C 3.32040 0.85220 -1.04751
20 C 3.49590 0.32650 2.00509
21 C -3.67760 0.52140 -0.43871
22 C -3.02830 -2.15320 1.12949
23 C 2.90720 2.33680 -1.05611
24 H 3.39650 2.90170 -0.24891
25 H 3.21040 2.80190 -2.01361
26 H 1.81980 2.45580 -0.93251
27 C 4.85570 0.74340 -1.07881
28 H 5.33980 1.31520 -0.27071
29 H 5.18600 -0.30800 -1.01881
30 H 5.22500 1.15370 -2.03901
31 C 2.79800 0.13120 -2.31061
32 H 3.08940 0.71130 -3.20791
33 H 3.23870 -0.87510 -2.39211
34 H 1.70500 0.00900 -2.30551
35 C 3.73040 1.84360 2.13549
36 H 2.78190 2.40320 2.06049
37 H 4.16820 2.05420 3.12929
38 H 4.43200 2.23080 1.37929
39 C 2.70300 -0.13540 3.23849
40 H 1.77540 0.44340 3.36499
41 H 2.45160 -1.20540 3.17919
42 H 3.32840 0.02220 4.13769
43 C 4.83340 -0.44380 2.01309
44 H 5.49170 -0.18650 1.17189
45 H 5.37390 -0.20410 2.94859
46 H 4.65490 -1.53190 1.99949
47 C -3.29970 -1.54700 2.52209
48 H -3.67980 -2.33920 3.19369
49 H -2.38620 -1.13330 2.97179
50 H -4.06020 -0.74880 2.48309
51 C -1.96590 -3.27560 1.22669
52 H -1.94460 -3.88050 0.30609
53 H -0.94950 -2.90400 1.40619
54 H -2.24150 -3.93850 2.06739
55 C -4.30900 -2.82190 0.57989
56 H -4.45320 -3.77790 1.11619
57 H -5.21350 -2.22060 0.73759
58 H -4.22550 -3.06250 -0.49451
59 C -3.68000 0.76420 -1.96001
60 H -4.02230 -0.12230 -2.52001
61 H -4.37510 1.59450 -2.18761
62 H -2.68430 1.04620 -2.32851
63 C -3.28810 1.82640 0.28559
64 H -2.30910 2.19720 -0.05431
65 H -4.05210 2.60020 0.08069
66 H -3.22410 1.68340 1.37729
67 C -5.12090 0.15430 -0.04491
68 H -5.50160 -0.70600 -0.61611
69 H -5.23130 -0.05290 1.03039
70 H -5.76730 1.02070 -0.28091
71 Pt 0.00000 0.00000 0.46339
72 N -0.18730 1.07670 -1.35321
73 C -0.27280 1.71970 -2.32991
74 C -0.38780 2.51690 -3.56641
75 C 0.72410 2.09330 -4.55911
76 C -1.78110 2.24350 -4.19101
77 C -0.22660 4.01810 -3.21251
78 H 1.72340 2.28150 -4.13681
79 H 0.64440 1.02420 -4.80941
80 H 0.61420 2.68460 -5.48461
81 H -2.59200 2.54890 -3.50981
82 H -1.87460 2.82160 -5.12621
83 H -1.90170 1.17300 -4.42481
84 H -0.29920 4.61320 -4.13901
85 H -1.01190 4.35330 -2.51721
86 H 0.75610 4.20730 -2.74981
87 C 0.52180 0.34270 5.99509
88 C -0.54380 -0.35720 5.16719
89 C -0.24650 -0.16190 3.68939
90 N 0.00000 0.00000 2.46339
91 H 1.48100 -0.07250 5.76629
92 H 0.31250 0.20530 7.03539
93 H 0.52180 1.38800 5.76629
94 H -0.54380 -1.40240 5.39599
95 H -1.50300 0.05800 5.39599

Table of Mulliken atomic charges, one value per atom, all in e: number 1, C, carries -0.104; number 2, C, carries 0.188; number 3, C, carries -0.838; number 4, C, carries -1.138; number 5, C, carries -0.752; number 6, H, carries 0.504; number 7, H, carries 0.483; number 8, H, carries 0.399; number 9, N, carries 0.969; number 10, P, carries -0.847; number 11, P, carries 0.615; number 12, C, carries -1.027; number 13, H, carries 0.270; number 14, H, carries 0.606; number 15, C, carries 0.384; number 16, O, carries -0.582; number 17, C, carries -1.554; number 18, H, carries 0.306; number 19, C, carries 2.098; number 20, C, carries 2.069; number 21, C, carries 2.416; number 22, C, carries 2.261; number 23, C, carries -1.314; number 24, H, carries 0.268; number 25, H, carries 0.566; number 26, H, carries -0.025; number 27, C, carries -1.896; number 28, H, carries 0.308; number 29, H, carries 0.358; number 30, H, carries 0.501; number 31, C, carries -1.522; number 32, H, carries 0.589; number 33, H, carries 0.303; number 34, H, carries 0.078; number 35, C, carries -1.962; number 36, H, carries 0.259; number 37, H, carries 0.511; number 38, H, carries 0.333; number 39, C, carries -1.959; number 40, H, carries 0.077; number 41, H, carries 0.319; number 42, H, carries 0.620; number 43, C, carries -1.779; number 44, H, carries 0.318; number 45, H, carries 0.486; number 46, H, carries 0.354; number 47, C, carries -1.152; number 48, H, carries 0.544; number 49, H, carries -0.195; number 50, H, carries 0.204; number 51, C, carries -1.679; number 52, H, carries 0.327; number 53, H, carries 0.071; number 54, H, carries 0.651; number 55, C, carries -1.674; number 56, H, carries 0.511; number 57, H, carries 0.400; number 58, H, carries 0.190; number 59, C, carries -0.911; number 60, H, carries 0.269; number 61, H, carries 0.734; number 62, H, carries -0.924; number 63, C, carries -1.594; number 64, H, carries 0.081; number 65, H, carries 0.557; number 66, H, carries 0.292; number 67, C, carries -2.009; number 68, H, carries 0.390; number 69, H, carries 0.321; number 70, H, carries 0.534; number 71, Pt, carries 1.718; number 72, N, carries 0.691; number 73, C, carries -1.214; number 74, C, carries 1.935; number 75, C, carries -1.447; number 76, C, carries -1.763; number 77, C, carries -1.512; number 78, H, carries 0.164; number 79, H, carries 0.361; number 80, H, carries 0.468; number 81, H, carries 0.411; number 82, H, carries 0.499; number 83, H, carries 0.333; number 84, H, carries 0.416; number 85, H, carries 0.368; number 86, H, carries 0.317; number 87, C, carries -1.299; number 88, C, carries -0.626; number 89, C, carries 0.119; number 90, N, carries 0.804; number 91, H, carries 0.284; number 92, H, carries 0.430; number 93, H, carries 0.393; number 94, H, carries 0.317; number 95, H, carries 0.379

=====

Record 2
Here is the ion CH6NO3P2 with charge -1 from the OMol25 dataset. Energies are from ωB97M-V with the def2-TZVPD basis set.

As for the total charge: -1. The HOMO energy comes out at -5.10 eV. The maximum force is 0.056 hartree/bohr. The calculation puts the energy above the lowest of the compared OMol25 structures with the same formula, charge and spin at 0.000 eV. The calculation puts the lowest unoccupied orbital energy at 4.05 eV. The frontier orbital gap is 9.15 eV.

Positions of all 13 atoms, in Å:
1 C 1.28456 -0.80391 -0.82572
2 P 1.32896 0.44736 0.50975
3 O 2.24477 1.57480 0.22971
4 N -0.20736 0.92098 0.81003
5 P -1.55163 0.06867 0.52864
6 O -1.58585 -1.35084 0.22763
7 O -2.40298 0.79648 -0.64628
8 H 2.22206 -1.26168 -1.01394
9 H 0.68758 -1.52716 -0.27595
10 H 0.82042 -0.58713 -1.84458
11 H 1.85188 -0.49084 1.40227
12 H -2.36348 0.49994 1.57836
13 H -2.32892 1.71334 -0.67992

Table of natural (NBO) atomic charges, one value per atom, all in e: number 1, C, carries -1.033; number 2, P, carries 1.943; number 3, O, carries -1.148; number 4, N, carries -1.511; number 5, P, carries 2.143; number 6, O, carries -1.147; number 7, O, carries -1.022; number 8, H, carries 0.208; number 9, H, carries 0.248; number 10, H, carries 0.225; number 11, H, carries -0.181; number 12, H, carries -0.210; number 13, H, carries 0.482

=====

Record 3
Here is the molecule C3H5NO2 from the OMol25 dataset. Energies are from ωB97M-V with the def2-TZVPD basis set.

The HOMO energy comes out at -10.08 eV. The maximum force is 0.008 hartree/bohr. The calculation puts the energy above the lowest of the compared OMol25 structures with the same formula, charge and spin at 1.312 eV. The calculation puts the lowest unoccupied orbital energy at 0.93 eV. The frontier orbital gap is 11.01 eV.

Positions of all 11 atoms, in Å:
1 N -1.29359 0.79998 0.55977
2 C -0.95846 -0.50645 0.36166
3 O -1.74912 -1.43087 0.36683
4 C 0.49974 -0.73256 0.04625
5 C 1.20828 0.16877 -0.87198
6 O 1.43525 0.22456 0.52694
7 H -0.56634 1.45156 0.81865
8 H -2.23735 0.98115 0.86865
9 H 0.80314 -1.77523 0.12266
10 H 2.02226 -0.22390 -1.47880
11 H 0.68861 1.03608 -1.27881

Table of natural (NBO) atomic charges, one value per atom, all in e: number 1, N, carries -0.829; number 2, C, carries 0.640; number 3, O, carries -0.592; number 4, C, carries -0.043; number 5, C, carries -0.096; number 6, O, carries -0.483; number 7, H, carries 0.405; number 8, H, carries 0.406; number 9, H, carries 0.213; number 10, H, carries 0.192; number 11, H, carries 0.189